(A)
ORCA calculation (ωB97M-V/def2-TZVPD) on a 2-piece molecular cluster, C2H3NO4 overall.

Properties
lowest unoccupied orbital energy (spin up / spin down)	-0.24 / -0.50	eV
molecular weight	105.0	u
Kohn-Sham gap (spin up / spin down)	7.7 / 8.3	eV

The geometry in ORCA input format:
```
! RIJCOSX wB97M-V def2-TZVPD def2/J DEFGRID3
* xyz 0 1
C -0.249 -0.136 0.253
C -0.610 1.030 -1.131
O 0.638 0.161 -0.749
O 0.000 0.321 1.509
N 0.719 -1.925 0.165
O 1.443 -2.016 1.048
O -1.448 0.681 -1.911
H 0.928 0.595 1.561
H -1.137 -0.766 0.172
H -0.283 2.054 -0.918
*
```



(B)
ORCA calculation (ωB97M-V/def2-TZVPD) on C2H3NO4 in the gas phase.

Properties
lowest unoccupied orbital energy	0.01	eV
molecular weight	105.0	u
Kohn-Sham gap	10.5	eV
SMILES string	O=C(O)C(=O)NO

The geometry in ORCA input format:
```
! RIJCOSX wB97M-V def2-TZVPD def2/J DEFGRID3
* xyz 0 1
O -1.716 0.905 -0.707
C -0.599 0.674 -0.296
O 0.456 1.530 -0.579
C -0.280 -0.547 0.542
O -1.064 -0.727 1.502
N 0.956 -0.991 0.463
O 1.743 -0.998 -0.684
H 0.040 2.105 -1.426
H 1.151 -1.666 1.250
H 2.037 0.049 -0.789
*
```



Least stable: (A)



(A)
ORCA calculation (ωB97M-V/def2-TZVPD) on C2H4BrNO2 in the gas phase.

Properties
lowest unoccupied orbital energy	0.67	eV
molecular weight	154.0	u
Kohn-Sham gap	11.0	eV
SMILES string	CONC(=O)Br

The geometry in ORCA input format:
```
! RIJCOSX wB97M-V def2-TZVPD def2/J DEFGRID3
* xyz 0 1
C 1.542 0.224 -0.151
O 0.699 -0.566 0.698
N -0.608 -0.728 0.160
C -1.519 0.364 0.248
O -1.190 1.452 0.580
Br -3.315 -0.212 -0.060
H 2.408 0.089 0.448
H 1.301 1.209 -0.307
H 1.491 -0.318 -1.188
H -0.808 -1.515 -0.427
*
```



(B)
ORCA calculation (ωB97M-V/def2-TZVPD) on C2H4BrNO2 in the gas phase.

Properties
lowest unoccupied orbital energy	-1.04	eV
molecular weight	154.0	u
Kohn-Sham gap	9.8	eV
SMILES string	C[C@@H](Br)[N+](=O)[O-]

The geometry in ORCA input format:
```
! RIJCOSX wB97M-V def2-TZVPD def2/J DEFGRID3
* xyz 0 1
C 0.930 -0.648 0.265
C -0.265 -0.107 -0.464
Br -1.886 -1.459 0.017
N -0.659 1.226 0.016
O -0.847 2.055 -0.839
O -0.721 1.397 1.205
H 0.754 -0.593 1.339
H 1.819 -0.069 0.021
H 1.098 -1.686 -0.011
H -0.224 -0.117 -1.550
*
```



Least stable: (B)



(A)
ORCA calculation (ωB97M-V/def2-TZVPD) on a 5-piece molecular cluster, CH10O5 overall.

Properties
lowest unoccupied orbital energy	0.66	eV
molecular weight	102.1	u
Kohn-Sham gap	11.0	eV
SMILES string	C=O.O.O.O.O

The geometry in ORCA input format:
```
! RIJCOSX wB97M-V def2-TZVPD def2/J DEFGRID3
* xyz 0 1
C -0.083 -1.565 -1.098
O -0.245 -1.142 -2.211
H -0.449 -2.556 -0.799
H 0.490 -1.060 -0.306
O 0.924 1.464 -2.176
H 0.466 0.602 -2.177
H 1.852 1.236 -2.195
O -0.443 2.367 0.054
H 0.116 2.121 -0.717
H -1.077 3.020 -0.241
O -0.331 -2.312 1.821
H -0.373 -1.337 1.910
H -1.045 -2.646 2.360
O 0.090 0.265 1.725
H -0.154 1.133 1.405
H 0.262 0.410 2.644
*
```



(B)
ORCA calculation (ωB97M-V/def2-TZVPD) on a 5-piece molecular cluster, CH10O5 overall.

Properties
lowest unoccupied orbital energy	0.31	eV
molecular weight	102.1	u
Kohn-Sham gap	10.2	eV
SMILES string	C=O.O.O.O.O

The geometry in ORCA input format:
```
! RIJCOSX wB97M-V def2-TZVPD def2/J DEFGRID3
* xyz 0 1
C 1.803 -0.596 2.074
O 2.343 -1.466 1.472
H 1.879 0.443 1.764
H 0.962 -0.681 2.826
O -1.942 -0.124 0.277
H -2.340 -0.966 0.092
H -1.059 -0.282 0.623
O -0.374 -2.152 -0.090
H 0.005 -2.549 -0.874
H -0.881 -2.669 0.522
O 1.567 2.176 -0.627
H 1.145 2.863 -0.113
H 0.792 1.958 -1.214
O -1.071 1.587 -2.246
H -1.660 1.452 -1.499
H -1.171 1.006 -2.988
*
```



Least stable: (B)



(A)
ORCA calculation (ωB97M-V/def2-TZVPD) on an isolated ion of composition C7H12ClN2 and charge +1.

Properties
lowest unoccupied orbital energy (spin up / spin down)	-7.00 / -5.82	eV
molecular weight	159.6	u
Kohn-Sham gap (spin up / spin down)	5.7 / 8.3	eV

The geometry in ORCA input format:
```
! RIJCOSX wB97M-V def2-TZVPD def2/J DEFGRID3
* xyz 1 1
C -0.139 -0.434 -0.577
C 2.842 1.320 -1.219
C 0.322 0.507 0.379
C -0.192 0.571 1.819
C 0.001 -2.748 0.173
C 1.692 3.425 -1.088
C -1.006 -1.647 -0.271
N 0.903 1.622 0.041
N 1.778 1.997 -0.985
Cl 3.754 1.704 -2.496
H 0.191 -0.074 -1.573
H -0.624 1.562 2.123
H 0.754 0.503 2.443
H -0.857 -0.232 2.181
H 0.357 -2.692 1.195
H 0.854 -2.655 -0.469
H -0.579 -3.725 0.109
H 1.817 3.921 -0.001
H 0.672 3.716 -1.305
H 2.545 3.797 -1.789
H -1.809 -1.368 0.437
H -1.524 -2.041 -1.172
*
```



(B)
ORCA calculation (ωB97M-V/def2-TZVPD) on an isolated ion of composition C7H12ClN2 and charge +1.

Properties
lowest unoccupied orbital energy	-3.34	eV
molecular weight	159.6	u
Kohn-Sham gap	9.4	eV
SMILES string	NC[C@@]1([NH3+])C=C(Cl)C=CC1

The geometry in ORCA input format:
```
! RIJCOSX wB97M-V def2-TZVPD def2/J DEFGRID3
* xyz 1 1
N -2.558 -0.112 -0.598
C -1.318 0.620 -0.950
C -0.246 0.206 0.020
N -1.006 0.438 1.249
C 0.237 -1.462 -0.051
C 1.471 -1.808 0.343
Cl 2.080 -3.399 0.393
C 2.453 -0.741 0.465
C 2.216 0.555 0.309
C 0.975 1.157 -0.200
H -2.551 -1.025 -1.161
H -3.500 0.391 -0.820
H -0.981 0.463 -1.954
H -1.419 1.687 -0.840
H -0.890 1.396 1.469
H -0.734 -0.144 2.050
H -1.921 0.047 0.980
H -0.542 -2.065 -0.409
H 3.468 -0.914 0.787
H 3.113 1.242 0.110
H 0.649 2.264 0.110
H 1.003 1.204 -1.298
*
```



Least stable: (A)